1.
C8H36BCrO8 | the ωB97M-V functional and the def2-TZVPD basis

XYZ file:
```
54
Properties=species:S:1:pos:R:3:nbo_charge:R:1
H -2.459 1.306 -2.085 0.12
H -0.013 -1.135 0.407 0.01
O -2.871 2.045 -3.996 -0.71
H -0.664 2.692 2.612 0.50
C 1.630 2.203 -2.302 -0.24
H 2.327 2.703 -2.975 0.19
H 1.290 -0.501 -0.606 0.04
H -2.653 -3.430 1.499 0.20
H 2.723 0.389 4.094 0.21
H 1.700 1.012 -0.764 0.49
H 1.650 -1.991 0.096 0.49
O 1.277 -0.643 2.966 -0.75
H -3.858 0.860 1.912 0.20
H -3.088 -2.165 2.760 0.18
C -2.386 -2.931 2.430 -0.26
C -1.958 1.612 -3.004 -0.24
H 2.178 -0.792 -3.484 0.17
H 2.860 0.328 2.301 0.21
H 1.634 1.328 3.188 0.17
H 4.365 -2.804 0.333 0.20
C 1.682 -1.751 -3.331 -0.28
C 2.178 0.384 3.150 -0.26
H 0.026 3.422 0.345 0.21
O -2.434 -0.128 0.749 -0.75
O -1.083 -2.397 2.349 -0.76
H -1.604 3.749 0.879 0.19
O 0.425 -1.768 -2.612 -0.75
O 2.298 1.613 -1.213 -0.75
H 3.849 -1.246 -0.009 0.18
H -4.573 -0.279 0.699 0.21
O 2.313 -2.685 0.102 -0.74
H -0.348 0.251 -0.596 0.03
C 3.541 -2.126 0.557 -0.26
O -0.753 2.142 1.830 -0.76
B 0.419 -0.245 -0.023 -0.91
H 2.487 -2.350 -2.906 0.17
H 3.600 -1.880 1.617 0.13
H -1.405 0.779 -3.437 0.21
H -1.278 2.423 -2.744 0.16
H -3.468 2.679 -3.593 0.46
C -0.879 2.949 0.726 -0.26
H -2.458 -0.548 -0.113 0.53
C -3.751 0.397 0.931 -0.27
H -1.310 2.383 -0.100 0.21
H 1.698 -2.232 -4.309 0.19
H 0.522 -1.291 -1.785 0.49
H 1.083 1.475 -2.901 0.17
H -3.944 1.254 0.285 0.20
H -2.518 -3.731 3.158 0.20
H -0.540 -3.170 2.518 0.52
H 0.703 0.433 0.767 -0.01
Cr -0.679 -0.109 2.039 1.47
H 1.587 -1.401 3.466 0.52
H 0.928 2.920 -1.876 0.14
```

The multiplicity is 5. The net charge is +1. For the LUMO energy (alpha / beta), the calculation gives -4.317 / -4.166 eV.



2.
C8H40O12 | the ωB97M-V functional and the def2-TZVPD basis

XYZ file:
```
60
Properties=species:S:1:pos:R:3:nbo_charge:R:1
O -3.965 1.873 -0.647 -0.94
H 2.882 1.158 -1.622 0.22
H -0.746 -3.592 1.380 0.49
C -3.909 -3.060 1.020 -0.63
H 0.000 1.205 -1.507 0.49
H -2.714 -4.699 0.442 0.15
C -0.645 -0.093 -0.141 -0.06
H -0.484 -1.087 1.802 0.23
H 2.476 0.370 2.796 0.46
C -0.697 -0.113 1.362 -0.65
O 3.806 -0.707 -3.285 -0.72
H -4.245 -3.613 1.901 0.22
H 4.222 2.209 -1.700 0.22
H -3.963 -2.007 1.303 0.21
H 3.603 0.156 0.493 0.16
H 0.322 1.325 -3.787 0.48
H -2.128 -3.270 -0.317 0.16
H -3.445 0.812 3.336 0.48
H 2.021 -3.550 1.717 0.48
H -1.681 0.249 1.656 0.21
C -2.565 -3.624 0.624 -0.06
H -2.613 -1.207 2.875 0.48
O -3.730 -0.445 -2.658 -0.95
H -4.660 -3.205 0.243 0.22
H 5.752 0.379 2.576 0.22
H 5.149 -0.072 -1.774 0.15
H -1.829 2.975 -2.844 0.47
H -1.564 -0.293 -0.694 0.17
H -0.893 2.797 -0.039 0.49
H -4.607 1.425 -0.083 0.46
O 0.102 2.089 -3.236 -0.96
O 3.222 0.866 2.448 -0.72
C 4.613 0.287 -2.666 -0.07
H 5.415 0.631 -3.333 0.16
O -0.142 1.193 -0.552 -0.76
C 5.360 0.405 1.562 -0.62
O -4.052 1.537 3.128 -0.96
H -2.104 -1.811 4.174 0.48
O -2.343 3.744 -2.558 -0.93
H 3.224 1.912 -3.122 0.20
H -3.532 2.151 2.591 0.48
O -1.364 3.597 0.271 -0.96
H 0.525 2.838 -3.676 0.49
H 0.069 0.489 1.855 0.22
H -2.854 -0.698 -2.972 0.47
C 3.717 1.429 -2.276 -0.64
H 5.970 -0.193 0.884 0.20
H -2.599 4.187 -3.375 0.45
H -3.916 1.326 -1.444 0.48
O 1.434 -2.786 1.780 -0.95
H 5.344 1.419 1.154 0.21
H 4.370 -1.461 -3.493 0.47
H -0.798 3.979 0.950 0.45
H 1.924 -2.145 2.304 0.47
C 3.907 -0.011 1.533 -0.06
H 3.718 -1.048 1.819 0.14
H 0.111 -0.816 -0.483 0.15
H -4.343 -0.959 -3.197 0.48
O -2.486 -1.006 3.810 -0.96
O -1.645 -3.441 1.693 -0.74
```

The SMILES is CCO.CCO.CCO.CCO.O.O.O.O.O.O.O.O. The energy relative to the best compared isomer or geometry (same formula, charge and spin) is 310.8 kJ/mol. For the LUMO energy, the calculation gives -0.111 eV.



3.
C8H44B7MnO4S2V | the ωB97M-V functional and the def2-TZVPD basis

XYZ file:
```
67
Properties=species:S:1:pos:R:3:nbo_charge:R:1
C 25.416 19.572 -17.929 -0.40
H 23.636 11.314 -17.365 -0.02
H 25.824 13.366 -17.381 0.05
H 21.531 17.041 -23.173 0.02
C 23.267 19.949 -19.234 -0.66
H 22.462 13.743 -21.613 0.05
H 25.483 17.715 -18.763 0.27
Mn 22.738 16.077 -21.247 1.46
H 25.432 14.821 -26.068 0.20
H 25.979 14.550 -23.121 0.26
C 25.006 14.698 -25.063 -0.65
B 22.683 16.966 -23.268 -0.81
H 20.991 14.828 -21.911 -0.02
B 21.508 14.157 -21.115 -0.76
H 28.921 12.807 -19.091 0.01
B 25.253 11.833 -21.267 -0.67
S 24.535 12.924 -24.943 2.14
O 23.881 12.665 -23.682 -0.88
O 22.269 18.130 -17.503 -0.92
H 26.297 11.660 -23.954 0.29
B 25.378 14.390 -17.481 -0.74
H 23.814 12.297 -18.951 0.01
H 23.289 17.570 -22.521 -0.04
H 25.845 14.657 -20.582 0.08
H 22.860 15.862 -23.110 0.00
H 24.916 21.416 -18.846 0.22
H 25.567 15.066 -16.563 0.01
O 23.859 12.505 -26.152 -0.98
H 24.463 14.940 -21.654 0.02
B 27.815 12.876 -19.408 -0.65
H 27.441 13.933 -19.417 0.05
H 26.711 11.898 -25.726 0.22
H 27.160 12.336 -18.677 0.04
H 24.104 15.299 -25.041 0.28
H 22.542 20.460 -18.599 0.24
H 26.689 15.734 -23.971 0.22
H 24.264 14.338 -17.776 0.04
H 25.281 11.455 -18.322 0.02
H 25.203 11.123 -22.169 0.01
C 26.236 14.760 -24.169 -0.44
H 25.709 12.819 -21.549 0.03
S 23.197 18.249 -18.594 2.18
H 21.929 14.771 -20.248 -0.07
B 24.784 15.015 -20.560 -0.75
C 26.278 12.317 -24.819 -0.67
H 25.034 19.993 -16.987 0.19
H 27.637 13.966 -25.563 0.18
H 24.055 14.443 -19.939 0.07
C 24.716 20.361 -19.033 -0.41
H 25.907 15.003 -18.263 0.04
H 25.766 11.398 -20.370 0.04
B 24.159 11.383 -18.394 -0.52
C 24.882 18.142 -17.956 -0.65
H 26.498 19.642 -17.878 0.23
H 23.007 19.994 -20.287 0.26
H 27.850 13.381 -23.898 0.23
H 22.942 17.256 -24.352 0.02
H 27.671 12.301 -20.392 0.04
H 24.241 12.055 -20.838 0.07
V 25.542 13.104 -19.364 0.80
O 23.025 17.345 -19.724 -1.01
H 24.677 17.540 -17.075 0.29
H 25.221 20.089 -19.967 0.21
H 24.786 16.114 -20.216 -0.01
H 24.011 10.334 -18.852 0.00
C 27.114 13.620 -24.670 -0.41
H 20.820 13.350 -20.672 0.02
```

The multiplicity is 8. The net charge is -2. For the LUMO energy (alpha / beta), the calculation gives 3.475 / 3.473 eV.



4.
C8H4BrCl2ErLaNO3 | the ωB97M-V functional and the def2-TZVPD basis

XYZ file:
```
21
Properties=species:S:1:pos:R:3:lowdin_charge:R:1
C -1.146 0.696 2.033 -0.06
O 1.717 2.031 -5.845 0.29
La -0.849 0.407 -4.084 1.87
O 2.681 3.392 0.712 0.24
C -1.816 0.121 3.098 0.04
Cl -0.214 2.169 -1.891 -0.01
C -0.444 -1.855 2.826 -0.59
C -1.450 -1.171 3.499 0.01
H -1.950 -1.654 4.331 0.15
C 2.192 2.400 0.374 0.01
H 1.057 -1.698 1.223 0.11
O 1.506 -1.838 -5.125 0.27
C 0.211 -1.257 1.764 -0.18
Br 0.020 -3.645 3.350 0.91
C 0.795 1.510 -5.376 -0.10
N -0.197 -0.014 1.352 -0.19
Cl 0.143 -1.395 -2.042 0.02
Er 0.989 0.425 -0.430 1.12
H -1.306 1.726 1.699 0.14
H -2.604 0.681 3.609 0.16
C 0.665 -1.032 -5.076 -0.17
```

The multiplicity is 4. The energy relative to the best compared isomer or geometry (same formula, charge and spin) is 0.0 kJ/mol. The net charge is +4. For the LUMO energy (alpha / beta), the calculation gives -16.846 / -16.845 eV.